No. 1
A cluster of 14 separate species, C44H120N4O18 in total at a distorted geometry. Source: the OMol25 dataset; level of theory: the ωB97M-V functional and the def2-TZVPD basis.

E_HOMO	-8.18	eV
HOMO-LUMO gap	8.85	eV
energy	-90379.356	eV
energy relative to the best compared isomer or geometry (same formula, charge and spin)	74.3	kcal per mole

Positions of all 186 atoms, in Å:
C (-23.734, 6.689, -5.362)
C (-24.920, 5.766, -5.292)
O (-25.109, 5.418, -3.937)
H (-23.318, 6.883, -6.352)
H (-22.923, 6.344, -4.731)
H (-24.107, 7.641, -4.910)
H (-24.755, 4.855, -5.924)
H (-25.902, 6.108, -5.721)
H (-25.637, 4.608, -3.937)
C (-35.245, 9.124, -6.458)
C (-35.548, 8.175, -5.353)
O (-35.251, 6.829, -5.640)
H (-35.654, 8.664, -7.344)
H (-34.147, 9.163, -6.555)
H (-35.588, 10.161, -6.373)
H (-36.595, 8.180, -5.145)
H (-34.985, 8.434, -4.480)
H (-34.491, 6.496, -5.123)
C (-33.377, 2.986, -3.482)
C (-33.827, 4.267, -4.169)
O (-32.978, 5.438, -4.010)
H (-32.256, 2.831, -3.633)
H (-33.967, 2.068, -3.864)
H (-33.452, 3.141, -2.423)
H (-34.834, 4.608, -3.917)
H (-33.862, 4.018, -5.235)
H (-32.067, 5.106, -4.035)
C (-32.069, 8.035, -2.806)
C (-31.205, 9.259, -2.577)
O (-29.945, 9.253, -3.292)
H (-32.039, 7.858, -3.926)
H (-33.146, 8.146, -2.455)
H (-31.657, 7.182, -2.399)
H (-30.924, 9.243, -1.524)
H (-31.783, 10.166, -2.843)
H (-29.418, 9.937, -2.822)
C (-32.113, 6.296, -7.797)
C (-32.373, 4.917, -7.380)
O (-31.750, 3.958, -8.262)
H (-32.502, 6.900, -6.904)
H (-32.569, 6.509, -8.755)
H (-31.051, 6.558, -8.001)
H (-33.418, 4.690, -7.411)
H (-32.044, 4.716, -6.393)
H (-30.845, 4.183, -8.512)
C (-29.306, 3.666, -5.664)
C (-28.662, 2.221, -5.621)
O (-29.519, 1.360, -4.847)
H (-29.117, 4.264, -6.522)
H (-28.941, 4.280, -4.861)
H (-30.396, 3.643, -5.604)
H (-27.642, 2.196, -5.219)
H (-28.475, 1.754, -6.614)
H (-29.728, 0.637, -5.452)
C (-24.436, 2.986, -1.694)
C (-25.885, 2.622, -1.718)
O (-26.461, 3.004, -3.037)
H (-23.885, 2.457, -2.424)
H (-24.035, 2.644, -0.679)
H (-24.272, 4.059, -1.765)
H (-26.505, 3.151, -0.970)
H (-26.103, 1.589, -1.440)
H (-27.301, 2.496, -3.059)
C (-30.736, 1.814, -1.394)
C (-29.239, 1.581, -1.004)
O (-28.473, 1.327, -2.259)
H (-31.419, 1.775, -0.457)
H (-31.021, 0.950, -1.988)
H (-30.784, 2.765, -1.884)
H (-29.047, 0.682, -0.367)
H (-28.901, 2.515, -0.520)
H (-29.119, 1.145, -3.014)
C (-25.143, -1.653, -4.954)
C (-25.494, -0.325, -4.355)
O (-25.969, -0.511, -3.001)
H (-24.159, -1.935, -4.620)
H (-25.016, -1.514, -6.014)
H (-25.786, -2.433, -4.669)
H (-26.290, 0.080, -5.021)
H (-24.715, 0.461, -4.386)
H (-26.803, 0.003, -2.860)
C (-26.949, 7.140, -2.084)
C (-27.431, 7.277, -3.553)
O (-28.009, 6.034, -3.995)
H (-26.598, 8.101, -1.633)
H (-26.054, 6.456, -2.053)
H (-27.653, 6.763, -1.413)
H (-26.547, 7.546, -4.155)
H (-28.211, 7.999, -3.694)
H (-27.481, 5.317, -3.613)
C (-32.213, 5.513, -0.519)
O (-31.659, 5.419, 0.765)
C (-30.534, 6.209, 0.906)
C (-29.849, 5.675, 2.161)
N (-29.564, 4.324, 2.049)
C (-28.883, 3.707, 3.189)
C (-28.444, 2.279, 2.998)
O (-29.523, 1.412, 2.833)
C (-29.398, 0.131, 3.362)
H (-32.917, 4.668, -0.621)
H (-31.503, 5.490, -1.315)
H (-32.852, 6.338, -0.565)
H (-30.774, 7.284, 1.071)
H (-29.951, 6.163, -0.029)
H (-30.535, 5.906, 3.012)
H (-28.938, 6.263, 2.338)
H (-30.473, 3.905, 1.780)
H (-29.460, 3.735, 4.180)
H (-27.952, 4.334, 3.325)
H (-27.855, 2.053, 3.962)
H (-27.713, 2.195, 2.214)
H (-28.797, -0.487, 2.675)
H (-30.369, -0.295, 3.435)
H (-28.900, 0.132, 4.349)
C (-28.672, 2.994, -9.562)
O (-28.460, 4.343, -9.044)
C (-27.617, 5.064, -9.924)
C (-27.543, 6.538, -9.556)
N (-27.026, 6.705, -8.193)
C (-26.805, 8.024, -7.645)
C (-28.042, 8.662, -6.951)
O (-29.022, 8.926, -7.974)
C (-30.317, 9.248, -7.424)
H (-27.708, 2.519, -9.738)
H (-29.245, 3.107, -10.460)
H (-29.276, 2.479, -8.818)
H (-28.006, 4.992, -10.899)
H (-26.648, 4.576, -9.903)
H (-28.512, 7.108, -9.633)
H (-26.860, 6.994, -10.278)
H (-27.547, 6.147, -7.556)
H (-26.454, 8.632, -8.434)
H (-25.921, 8.003, -6.988)
H (-27.761, 9.563, -6.478)
H (-28.422, 7.976, -6.157)
H (-30.575, 8.525, -6.656)
H (-31.130, 9.195, -8.153)
H (-30.298, 10.286, -7.011)
C (-31.861, 13.578, -2.841)
O (-30.672, 13.254, -2.229)
C (-29.774, 12.791, -3.140)
C (-28.433, 12.546, -2.456)
N (-28.364, 11.200, -1.811)
C (-28.706, 11.215, -0.392)
C (-28.350, 9.927, 0.291)
O (-26.926, 9.966, 0.477)
C (-26.467, 9.003, 1.360)
H (-32.442, 12.697, -3.266)
H (-31.661, 14.145, -3.783)
H (-32.531, 14.108, -2.174)
H (-29.642, 13.515, -3.948)
H (-30.158, 11.870, -3.669)
H (-28.046, 13.375, -1.840)
H (-27.738, 12.369, -3.279)
H (-27.390, 10.826, -1.879)
H (-29.757, 11.437, -0.365)
H (-28.193, 12.131, 0.144)
H (-28.627, 9.096, -0.358)
H (-28.829, 9.723, 1.285)
H (-27.097, 8.129, 1.156)
H (-26.755, 9.370, 2.318)
H (-25.435, 8.812, 1.212)
C (-29.671, -2.849, -2.832)
O (-29.689, -2.617, -4.249)
C (-28.417, -2.271, -4.821)
C (-28.612, -2.093, -6.283)
N (-29.729, -1.119, -6.481)
C (-30.295, -1.150, -7.829)
C (-31.423, -0.084, -7.992)
O (-32.405, -0.251, -6.964)
C (-33.503, 0.622, -7.102)
H (-30.800, -2.952, -2.600)
H (-29.273, -1.974, -2.282)
H (-29.119, -3.775, -2.605)
H (-27.786, -3.184, -4.784)
H (-27.986, -1.333, -4.439)
H (-28.896, -3.090, -6.653)
H (-27.663, -1.717, -6.704)
H (-30.423, -1.267, -5.738)
H (-30.691, -2.173, -8.009)
H (-29.530, -0.831, -8.599)
H (-31.785, -0.074, -9.064)
H (-31.016, 0.967, -7.836)
H (-34.348, 0.029, -6.837)
H (-33.686, 0.781, -8.218)
H (-33.541, 1.525, -6.418)



No. 2
A cluster of 11 separate species, C44H121N11O11 in total at a distorted geometry. Source: the OMol25 dataset; level of theory: the ωB97M-V functional and the def2-TZVPD basis.

E_HOMO	-8.53	eV
HOMO-LUMO gap	9.01	eV
energy	-86495.563	eV
energy relative to the best compared isomer or geometry (same formula, charge and spin)	84.7	kcal per mole
SMILES	COC[C@H](C)N.COC[C@H](C)N.COC[C@H](C)N.COC[C@H](C)N.COC[C@H](C)N.COC[C@H](C)N.COC[C@H](C)N.COC[C@H](C)N.COC[C@H](C)N.COC[C@H](C)N.COC[C@H](C)N

Positions of all 187 atoms, in Å:
C (13.673, -21.327, -12.018)
O (14.152, -20.843, -13.270)
C (13.278, -21.220, -14.339)
C (13.837, -20.640, -15.632)
C (13.565, -19.155, -15.751)
N (13.274, -21.327, -16.788)
H (14.149, -20.647, -11.311)
H (14.049, -22.328, -11.791)
H (12.584, -21.271, -11.994)
H (13.218, -22.311, -14.439)
H (12.332, -20.772, -14.013)
H (14.904, -20.891, -15.621)
H (14.342, -18.846, -16.470)
H (13.859, -18.563, -14.887)
H (12.655, -18.887, -16.283)
H (13.678, -22.242, -16.954)
H (13.453, -20.841, -17.660)
C (6.872, -15.747, -17.447)
O (5.857, -16.560, -18.000)
C (4.567, -16.144, -17.682)
C (3.525, -17.213, -18.111)
C (4.064, -18.615, -17.917)
N (3.073, -17.002, -19.493)
H (6.919, -15.825, -16.357)
H (6.532, -14.709, -17.519)
H (7.863, -15.973, -17.822)
H (4.548, -16.121, -16.580)
H (4.250, -15.229, -18.198)
H (2.676, -17.170, -17.422)
H (4.312, -18.917, -16.897)
H (4.897, -18.833, -18.587)
H (3.288, -19.366, -18.107)
H (3.140, -16.015, -19.705)
H (3.716, -17.507, -20.094)
C (8.215, -18.235, -20.824)
O (9.525, -18.543, -20.331)
C (10.192, -17.407, -19.808)
C (11.476, -17.880, -19.134)
C (12.215, -16.758, -18.439)
N (12.348, -18.562, -20.099)
H (7.541, -17.995, -20.000)
H (7.874, -19.150, -21.303)
H (8.316, -17.441, -21.563)
H (10.436, -16.633, -20.547)
H (9.500, -16.975, -19.073)
H (11.204, -18.625, -18.378)
H (11.779, -16.625, -17.448)
H (12.217, -15.864, -19.066)
H (13.238, -17.080, -18.235)
H (12.582, -17.892, -20.831)
H (11.686, -19.206, -20.538)
C (6.126, -7.480, -16.492)
O (6.688, -8.636, -15.886)
C (6.482, -9.833, -16.615)
C (5.567, -10.819, -15.861)
C (5.494, -12.152, -16.611)
N (4.240, -10.272, -15.581)
H (5.043, -7.542, -16.618)
H (6.512, -7.332, -17.506)
H (6.446, -6.644, -15.876)
H (5.969, -9.585, -17.552)
H (7.459, -10.297, -16.776)
H (6.162, -11.031, -14.981)
H (6.547, -12.369, -16.825)
H (4.989, -12.039, -17.572)
H (5.165, -13.032, -16.063)
H (4.472, -9.402, -15.103)
H (3.707, -10.032, -16.407)
C (9.916, -18.340, -14.508)
O (9.822, -16.993, -14.127)
C (9.291, -16.268, -15.229)
C (8.957, -14.884, -14.719)
C (7.762, -14.844, -13.767)
N (8.628, -13.918, -15.816)
H (10.116, -19.021, -13.678)
H (10.718, -18.565, -15.222)
H (8.991, -18.684, -14.985)
H (9.885, -16.233, -16.146)
H (8.314, -16.709, -15.443)
H (9.837, -14.446, -14.235)
H (7.815, -15.616, -12.998)
H (6.785, -14.889, -14.249)
H (7.785, -13.898, -13.220)
H (9.461, -13.799, -16.402)
H (8.603, -12.986, -15.404)
C (5.955, -19.792, -14.630)
O (6.102, -20.119, -15.993)
C (5.563, -21.343, -16.323)
C (5.447, -21.612, -17.836)
C (4.970, -23.004, -18.133)
N (6.773, -21.404, -18.469)
H (4.896, -19.749, -14.362)
H (6.352, -18.801, -14.407)
H (6.465, -20.425, -13.897)
H (6.180, -22.158, -15.901)
H (4.550, -21.567, -15.942)
H (4.818, -20.782, -18.177)
H (5.726, -23.727, -17.822)
H (4.860, -23.187, -19.201)
H (3.982, -23.115, -17.681)
H (7.434, -21.854, -17.820)
H (7.115, -20.451, -18.505)
C (7.260, -6.545, -12.191)
O (7.663, -7.840, -11.847)
C (8.466, -8.478, -12.802)
C (8.317, -9.984, -12.579)
C (9.158, -10.842, -13.494)
N (6.939, -10.474, -12.687)
H (6.739, -6.616, -13.159)
H (8.072, -5.837, -12.396)
H (6.572, -6.072, -11.495)
H (8.108, -8.287, -13.824)
H (9.529, -8.212, -12.798)
H (8.679, -10.025, -11.544)
H (8.930, -11.905, -13.400)
H (10.197, -10.761, -13.162)
H (9.014, -10.620, -14.555)
H (6.269, -9.905, -12.181)
H (6.678, -10.407, -13.664)
C (12.269, -18.502, -11.003)
O (13.296, -17.966, -10.232)
C (13.701, -16.620, -10.317)
C (14.944, -16.321, -9.467)
C (14.741, -16.882, -8.021)
N (15.036, -14.841, -9.360)
H (12.535, -18.446, -12.069)
H (11.290, -18.022, -10.917)
H (12.104, -19.572, -10.924)
H (13.693, -16.300, -11.365)
H (12.886, -15.989, -9.927)
H (15.854, -16.707, -9.916)
H (13.838, -17.496, -8.057)
H (14.622, -16.099, -7.283)
H (15.570, -17.561, -7.825)
H (14.270, -14.491, -8.804)
H (15.911, -14.592, -8.922)
C (12.388, -14.170, -16.153)
O (11.245, -13.857, -16.913)
C (11.324, -12.610, -17.542)
C (10.119, -12.303, -18.435)
C (9.903, -13.481, -19.447)
N (10.166, -11.008, -19.083)
H (12.598, -13.426, -15.372)
H (13.263, -14.168, -16.808)
H (12.247, -15.097, -15.600)
H (11.554, -11.836, -16.790)
H (12.211, -12.480, -18.187)
H (9.147, -12.317, -17.934)
H (9.664, -14.353, -18.840)
H (10.732, -13.817, -20.074)
H (9.104, -13.129, -20.099)
H (10.418, -10.307, -18.393)
H (10.889, -10.974, -19.796)
C (5.185, -15.046, -11.301)
O (5.924, -14.674, -10.169)
C (5.140, -14.132, -9.120)
C (6.130, -13.581, -8.096)
C (5.415, -13.214, -6.793)
N (6.682, -12.324, -8.600)
H (5.822, -15.708, -11.887)
H (4.976, -14.193, -11.958)
H (4.231, -15.558, -11.141)
H (4.551, -13.300, -9.521)
H (4.489, -14.878, -8.656)
H (6.919, -14.301, -7.861)
H (4.818, -14.015, -6.342)
H (4.713, -12.404, -6.993)
H (6.109, -12.956, -5.992)
H (7.492, -12.026, -8.073)
H (6.940, -12.279, -9.577)
C (9.762, -21.217, -16.915)
O (8.955, -22.392, -16.939)
C (9.600, -23.440, -16.232)
C (9.935, -23.073, -14.771)
C (10.401, -24.237, -13.922)
N (8.718, -22.498, -14.122)
H (10.809, -21.457, -17.112)
H (9.691, -20.676, -15.966)
H (9.459, -20.489, -17.669)
H (8.921, -24.296, -16.237)
H (10.534, -23.793, -16.687)
H (10.707, -22.303, -14.748)
H (10.851, -23.865, -13.002)
H (10.993, -25.010, -14.413)
H (9.532, -24.789, -13.541)
H (8.090, -23.296, -14.101)
H (8.378, -21.796, -14.770)



Question: What is the E_HOMO in the second record?
Answer: -8.53 eV